1.
C32H26Cl4N4O2RhS4 | ωB97M-V/def2-TZVPD

For the LUMO energy, the calculation gives -0.1436 Ha. The net charge is +1. The HOMO energy comes out at -9.6 eV. The total energy is -140097.441 eV. For the energy above the lowest of the compared OMol25 structures with the same formula, charge and spin, the calculation gives 0.000 eV.

Geometry as XYZ:
```
73
Properties=species:S:1:pos:R:3:lowdin_charge:R:1
O 0.157 -3.413 0.610 -0.240
C 1.864 -4.772 -1.045 -0.320
S -1.028 -4.689 -3.729 1.153
H -1.855 4.780 -2.444 0.116
N 0.332 -3.286 -2.147 -0.038
C -0.332 3.815 5.704 -0.065
H 1.530 6.830 -4.069 0.110
Cl -4.318 -5.845 0.880 0.686
Cl -5.614 -3.246 -0.299 0.683
H 2.196 1.976 3.173 0.144
H 5.299 -3.095 0.917 0.087
N 2.424 -3.625 -0.503 -0.031
C 4.237 -2.870 1.004 -0.084
S 1.559 -0.810 1.224 0.854
H 0.259 -6.557 -2.787 0.091
C -1.953 2.153 5.076 -0.063
C 1.207 1.517 3.107 -0.103
C 1.072 5.921 -3.703 -0.072
H 1.577 3.675 4.731 0.117
C -0.237 5.939 -3.248 -0.067
H -0.520 -1.314 -4.065 0.082
C 0.237 2.135 4.076 -0.246
Cl -3.768 -0.789 -1.037 0.703
H -0.513 1.462 -2.864 0.085
C 0.907 0.683 0.832 -0.574
C 0.586 3.249 4.827 -0.043
C 0.559 0.962 -0.627 -0.600
H -2.939 1.721 5.178 0.111
H 2.194 -6.931 -0.903 0.091
H 1.216 3.543 0.936 0.153
C 0.759 -4.586 -1.975 -0.312
C 1.206 3.566 -3.238 -0.033
H -1.625 2.427 0.579 0.154
S 1.191 -0.029 -1.841 0.786
H 1.766 2.638 -3.244 0.098
C -1.162 -3.442 0.405 -0.377
C 3.422 -3.895 0.296 -0.606
C -1.736 -2.290 -0.143 -0.376
C -1.035 1.584 4.209 -0.033
C -3.342 -4.479 0.500 -0.706
O -0.908 -1.293 -0.494 -0.312
S 3.723 -5.568 0.446 1.134
C -1.248 -1.920 -3.524 -0.072
C -3.103 -2.236 -0.351 -0.602
C -1.957 -4.531 0.712 -0.606
C -3.916 -3.330 -0.025 -0.708
C 1.793 4.733 -3.700 -0.065
C -0.604 -3.180 -3.064 -0.585
H -1.802 2.412 -2.120 0.140
H 4.053 -1.894 0.560 0.051
H -0.053 4.681 6.289 0.110
Cl -1.187 -5.941 1.344 0.717
H -2.081 -2.138 -4.189 0.086
Rh 0.952 -2.037 -0.602 0.808
C -1.601 3.271 5.824 -0.069
C 0.109 -5.493 -2.740 -0.294
H -0.096 3.503 2.127 0.133
H 2.811 4.717 -4.067 0.110
H 3.983 -2.834 2.064 0.089
H -0.913 3.836 -0.236 0.131
C 2.451 -5.920 -0.640 -0.305
N 0.737 1.652 1.711 -0.076
N -0.192 2.007 -0.883 -0.065
H -2.316 3.712 6.505 0.110
C -0.719 2.318 -2.227 -0.097
H -1.308 0.705 3.633 0.123
C -0.697 2.858 0.190 -0.076
H -1.609 -1.359 -2.665 0.032
C 0.336 2.988 1.272 -0.077
C -0.824 4.770 -2.782 -0.049
H -0.804 6.860 -3.261 0.110
C -0.105 3.581 -2.769 -0.220
H 1.317 0.454 3.307 0.080
```

2.
C29H45Cl2N2PSm | ωB97M-V/def2-TZVPD

Its multiplicity is 6. For the LUMO energy (alpha / beta), the calculation gives 0.0836 / 0.0836 Ha. The net charge is -1. The HOMO energy (alpha / beta) comes out at -2.1 / -2.2 eV. The total energy is -86021.680 eV.

Geometry as XYZ:
```
80
Properties=species:S:1:pos:R:3:lowdin_charge:R:1
H 3.573 -0.296 -4.983 0.102
Cl 2.129 0.297 2.556 -0.161
C -0.434 1.754 4.126 -0.536
C -1.443 -3.142 -1.705 -0.215
Sm -0.093 0.257 3.123 0.355
C -3.039 2.064 -1.923 -0.197
N 0.079 -0.920 5.180 -0.062
H 1.091 1.920 -2.485 0.098
H 1.073 -3.370 -0.544 0.120
P 0.025 -0.761 -1.320 1.123
H 1.944 -1.999 8.823 0.095
C 1.214 -1.188 8.620 -0.017
H 1.822 -1.564 -3.750 0.091
H -4.037 2.601 -3.778 0.101
H 1.732 -0.209 8.711 0.100
C 1.934 -0.489 -3.571 -0.212
C -0.120 -2.461 -2.097 -0.481
H -1.668 3.880 5.161 0.092
H -1.715 1.337 -0.354 0.084
H 1.585 1.613 -0.820 0.103
H 0.652 2.610 1.762 0.043
H 1.225 0.492 6.326 0.138
H 4.078 -0.627 -3.325 0.113
C -0.387 -2.140 5.503 -0.122
H -2.297 -2.556 -2.063 0.096
H 4.604 1.731 -3.915 0.101
H -2.245 -0.524 -1.892 0.095
C 3.571 1.445 -3.681 -0.214
H -3.852 1.390 -1.617 0.115
C -2.742 0.896 -4.149 -0.207
H -0.378 -5.553 -0.734 0.113
C 0.726 -0.467 6.271 -0.123
H -0.899 2.199 -1.655 0.099
H 0.369 4.844 0.739 0.086
C -1.226 4.095 4.191 -0.089
H 1.063 -4.712 -3.305 0.110
H -1.516 -3.174 -0.609 0.120
C 1.621 -0.144 -2.104 -0.451
H 3.337 2.893 -2.077 0.107
C 3.231 1.812 -2.231 -0.198
H -0.406 -6.426 -2.266 0.101
Cl -2.119 -0.422 2.282 -0.174
H 2.017 -2.870 -1.943 0.093
H -0.913 6.610 1.927 0.070
H -1.922 6.128 4.146 0.082
H -3.226 3.029 -1.437 0.110
C 1.808 1.366 -1.865 -0.217
H -1.553 -4.518 -3.368 0.110
H -3.539 0.170 -3.935 0.111
H -0.598 1.020 -3.944 0.098
C 0.058 3.369 2.267 -0.107
H -2.314 2.973 -3.744 0.110
C -1.370 5.354 3.619 -0.135
H -0.694 1.720 5.188 0.009
C -1.534 -4.568 -2.270 -0.208
C -0.804 5.625 2.371 -0.164
H -2.477 -5.032 -1.956 0.104
H -0.949 -2.783 4.838 0.109
H -0.090 -2.373 -3.193 0.097
C -1.401 0.141 -2.140 -0.451
C -3.062 2.223 -3.449 -0.214
C -0.521 3.073 3.520 -0.353
N 0.655 -1.349 7.283 -0.139
H 0.399 -1.229 9.373 0.096
C -0.038 -2.405 6.814 -0.092
C -1.400 0.324 -3.665 -0.211
H -0.272 -3.295 7.383 0.113
C -0.087 4.630 1.701 -0.128
C -1.702 1.482 -1.440 -0.217
H 2.379 -0.652 -1.486 0.105
H 2.922 2.017 -4.359 0.110
C -0.342 -5.424 -1.825 -0.216
H -2.722 1.034 -5.238 0.102
C 0.982 -4.754 -2.209 -0.208
H 3.945 1.321 -1.555 0.117
H -1.189 -0.626 -4.170 0.100
C 1.069 -3.330 -1.643 -0.224
H 1.831 -5.350 -1.850 0.104
C 3.363 -0.054 -3.934 -0.205
H 1.225 0.018 -4.233 0.095
```

3.
C4H5NO | ωB97M-V/def2-TZVPD

For the LUMO energy, the calculation gives 0.0266 Ha. The net charge is 0. The HOMO energy comes out at -8.5 eV. The total energy is -7760.986 eV. For the energy above the lowest of the compared OMol25 structures with the same formula, charge and spin, the calculation gives 5.541 eV.

Geometry as XYZ:
```
11
Properties=species:S:1:pos:R:3:lowdin_charge:R:1
H 1.755 -0.854 -0.231 0.131
C 0.077 0.303 0.176 -0.652
H 1.901 0.080 1.171 0.110
C -0.789 -0.466 -0.785 0.015
H -0.794 -0.622 -1.853 0.097
C -1.555 -0.733 0.273 -0.110
C 0.631 1.644 0.137 0.158
N 1.481 -0.003 0.257 0.118
O -0.809 -0.125 1.263 -0.008
H 0.605 1.971 -0.917 0.024
H -2.504 -1.195 0.509 0.119
```

4.
C7H10S2 | ωB97M-V/def2-TZVPD

For the LUMO energy, the calculation gives 0.0057 Ha. The net charge is 0. The HOMO energy comes out at -7.8 eV. The total energy is -29084.543 eV. For the energy above the lowest of the compared OMol25 structures with the same formula, charge and spin, the calculation gives 7.166 eV. The SMILES is C=[SH](=C)c1ccc(C)s1.

Geometry as XYZ:
```
19
Properties=species:S:1:pos:R:3:lowdin_charge:R:1
H 0.434 2.433 -2.896 -0.006
S 1.267 1.407 -0.978 0.765
C -0.201 -1.233 -0.707 -0.113
C 0.211 0.019 -0.316 -0.701
H 3.043 0.589 0.432 -0.026
C 2.983 0.707 -0.665 -0.233
H 3.479 1.676 -0.875 -0.037
S -0.599 0.618 1.052 1.035
C -1.390 -0.853 1.290 -0.617
H 0.080 -1.791 -1.687 0.151
H -1.647 -2.620 0.475 0.098
C -2.319 -1.018 2.415 -0.099
H 0.502 2.403 -0.194 0.051
H -2.532 -2.087 2.547 0.094
H -3.251 -0.561 2.350 0.063
H 1.870 1.267 -3.229 0.009
H -1.839 -0.826 3.312 0.055
C 1.046 1.589 -2.601 -0.360
C -1.135 -1.721 0.276 -0.129
```